(1)
DFT (wB97M-V/def2-TZVPD) results for a structure of composition C38H32N11O2ReS.

Element x y z (Å)
Re -0.610 0.746 -0.940
C 5.014 0.457 -0.439
N 3.638 0.718 -0.949
C 2.482 0.307 -0.466
N 1.494 0.763 -1.250
C 2.156 1.477 -2.219
N 3.448 1.456 -2.063
C 5.094 0.697 1.045
C 5.759 1.802 1.563
C 5.784 2.016 2.938
C 5.099 1.171 3.797
C 4.420 0.071 3.278
C 4.465 -0.186 1.912
C 3.592 -0.780 4.128
N 3.466 -0.811 5.405
N 2.446 -1.714 5.678
C 2.038 -2.158 4.545
O 2.718 -1.610 3.501
C 0.935 -3.060 4.226
C 0.104 -3.562 5.226
C -0.976 -4.356 4.875
C -1.247 -4.635 3.539
C -0.409 -4.143 2.546
C -0.650 -4.467 1.093
N -0.373 -3.292 0.239
C -0.799 -2.054 0.392
N -0.243 -1.290 -0.561
C 0.527 -2.170 -1.284
N 0.464 -3.383 -0.818
C 0.687 -3.372 2.897
H 5.649 1.130 -1.007
H 5.266 -0.569 -0.707
H 2.365 -0.293 0.421
H 1.663 1.975 -3.038
H 6.278 2.485 0.902
H 6.333 2.858 3.339
H 5.086 1.351 4.864
H 4.018 -1.100 1.536
H 0.308 -3.323 6.261
H -1.622 -4.753 5.646
H -2.103 -5.246 3.279
H -1.676 -4.787 0.911
H 0.021 -5.241 0.724
H -1.476 -1.730 1.165
H 1.111 -1.894 -2.147
H 1.369 -3.011 2.135
C 0.322 5.047 -0.066
S 0.739 3.418 0.510
C 0.312 3.565 2.230
O -0.443 2.525 -0.044
H -0.722 5.262 0.161
H 0.527 5.095 -1.133
H 0.983 5.743 0.455
H 1.013 4.276 2.671
H 0.449 2.589 2.692
H -0.715 3.913 2.327
N -5.937 -5.829 -0.772
C -5.360 -4.849 -0.926
C -4.629 -3.622 -1.093
C -3.651 -3.526 -2.082
C -2.926 -2.355 -2.221
C -3.174 -1.281 -1.364
C -4.156 -1.375 -0.376
C -4.889 -2.543 -0.249
C -2.362 -0.072 -1.455
C -2.123 1.011 -2.160
H -3.462 -4.368 -2.734
H -2.160 -2.285 -2.984
H -4.344 -0.541 0.287
H -5.656 -2.627 0.509
N -4.322 2.165 -4.635
C -3.968 1.328 -3.687
N -2.780 1.699 -3.177
C -2.346 2.845 -3.866
C -1.199 3.615 -3.742
C -1.098 4.697 -4.595
C -2.101 5.002 -5.530
C -3.242 4.235 -5.649
C -3.336 3.145 -4.793
H -5.182 2.096 -5.165
H -4.535 0.476 -3.344
H -0.432 3.375 -3.020
H -0.223 5.331 -4.551
H -1.973 5.860 -6.175
H -4.012 4.470 -6.371

expectation value of S²: 0.76
net charge: +3
max |F|: 0.00787 hartree/bohr
energy relative to the best compared isomer or geometry (same formula, charge and spin): 0.1265 eV
E_LUMO (spin up / spin down): -9.10 / -9.16 eV
2S+1: 2
gap between HOMO and LUMO (spin up / spin down): 5.815 / 5.753 eV
E: -73350.2573 eV

***

(2)
DFT (wB97M-V/def2-TZVPD) results for a structure of composition C38H33BFeN10O2S3 in a non-equilibrium geometry.

Element x y z (Å)
Fe -0.383 -0.093 -0.072
C -0.937 2.799 1.408
C -0.536 2.437 0.008
N -1.360 1.700 -0.669
N -1.430 1.901 -2.040
C -1.574 0.818 -2.717
S -1.316 -0.750 -2.069
S -2.097 0.962 -4.413
C -1.007 2.313 -4.980
C 0.217 1.806 -5.686
C 0.298 1.822 -7.073
C 1.423 1.333 -7.723
C 2.481 0.817 -6.990
C 2.405 0.788 -5.603
C 1.281 1.280 -4.958
C 0.594 3.169 -0.631
C 0.789 4.527 -0.381
C 1.801 5.237 -1.006
C 2.657 4.597 -1.888
C 2.515 3.240 -2.127
C 1.504 2.553 -1.489
O 1.409 1.167 -1.752
H -1.514 3.726 1.339
H -0.098 2.970 2.076
H -1.590 2.029 1.814
H -0.763 2.901 -4.096
H -1.606 2.936 -5.643
H -0.527 2.223 -7.651
H 1.472 1.355 -8.804
H 3.358 0.434 -7.495
H 3.220 0.375 -5.023
H 1.207 1.227 -3.878
H 0.113 5.037 0.292
H 1.916 6.294 -0.809
H 3.442 5.150 -2.386
H 3.184 2.708 -2.790
C 1.636 0.817 3.578
C 1.451 1.054 2.215
N 0.618 0.162 1.694
N 0.255 -0.662 2.696
C 0.856 -0.292 3.838
B -0.609 -1.934 2.443
N 0.061 -2.699 1.288
C 0.511 -3.955 1.140
C 0.943 -4.106 -0.162
C 0.717 -2.863 -0.756
N 0.181 -2.025 0.123
N -2.003 -1.498 1.950
C -3.230 -2.020 2.117
C -4.116 -1.291 1.351
C -3.323 -0.337 0.708
N -2.055 -0.473 1.075
N -0.708 -2.714 3.735
C -1.547 -2.483 4.778
C -1.110 -3.231 5.842
C 0.036 -3.889 5.351
N 0.277 -3.568 4.094
H 2.258 1.358 4.269
H 1.895 1.809 1.583
H 0.717 -0.859 4.743
H 0.519 -4.628 1.979
H 1.366 -4.986 -0.612
H 0.900 -2.536 -1.767
H -3.390 -2.863 2.768
H -5.178 -1.437 1.262
H -3.592 0.422 -0.006
H -2.372 -1.796 4.694
H -1.548 -3.293 6.822
H 0.690 -4.580 5.858
C 6.832 -5.767 3.801
C 6.123 -4.690 3.019
O 4.977 -4.385 3.187
S 7.186 -3.918 1.797
C 6.044 -2.810 1.018
C 5.522 -3.127 -0.230
C 4.653 -2.253 -0.859
C 4.286 -1.058 -0.239
C 4.811 -0.750 1.016
C 5.688 -1.619 1.638
C 3.356 -0.174 -0.886
C 2.399 0.442 -1.269
H 6.614 -5.633 4.859
H 7.907 -5.760 3.635
H 6.429 -6.732 3.490
H 5.797 -4.060 -0.705
H 4.241 -2.496 -1.829
H 4.520 0.169 1.504
H 6.093 -1.380 2.613

max |F|: 0.02481 hartree/bohr
energy relative to the best compared isomer or geometry (same formula, charge and spin): 2.0368 eV
E_LUMO (spin up / spin down): -0.03 / -0.08 eV
gap between HOMO and LUMO (spin up / spin down): 7.675 / 7.666 eV
E: -126507.3435 eV

***

(3)
DFT (wB97M-V/def2-TZVPD) results for a structure of composition C38H33BaBr2F5N6O5S2 in a non-equilibrium geometry.

Element x y z (Å)
Ba 0.810 0.095 0.415
O 3.961 2.012 2.881
C 3.054 1.718 1.966
O 1.966 1.244 2.203
C 3.509 1.996 0.533
C 4.705 2.609 0.191
C 4.941 2.839 -1.149
C 3.997 2.448 -2.103
C 2.855 1.819 -1.670
N 2.627 1.610 -0.382
C 1.661 1.354 -2.560
O 1.786 1.420 -3.882
O 0.646 0.977 -2.050
H 3.575 1.786 3.746
H 5.403 2.913 0.958
H 5.851 3.332 -1.465
H 4.192 2.654 -3.149
H 2.672 1.695 -4.149
C -6.161 0.309 -2.352
C -4.761 -0.106 -1.972
C -3.942 -0.836 -2.833
C -2.666 -1.208 -2.471
C -2.087 -0.925 -1.210
N -0.800 -1.369 -0.921
C -0.458 -2.599 -1.452
C -1.387 -3.671 -1.432
C -1.133 -4.903 -1.987
C 0.089 -5.198 -2.603
C 0.382 -6.550 -3.200
C 1.037 -4.199 -2.582
C 0.782 -2.945 -2.025
N 1.952 -2.068 -2.017
C 2.813 -1.894 -3.039
C 3.958 -1.312 -2.537
C 3.689 -1.166 -1.162
N 2.478 -1.614 -0.856
C -2.926 -0.156 -0.364
C -4.205 0.238 -0.756
N -2.567 0.312 0.972
C -3.390 0.374 2.038
C -2.783 1.137 3.007
C -1.554 1.500 2.440
N -1.438 1.003 1.210
H -6.415 -0.058 -3.347
H -6.279 1.395 -2.364
H -6.905 -0.087 -1.657
H -4.307 -1.108 -3.819
H -2.057 -1.753 -3.181
H -2.331 -3.492 -0.933
H -1.893 -5.676 -1.925
H -0.516 -7.169 -3.227
H 1.133 -7.097 -2.625
H 0.756 -6.468 -4.223
H 2.032 -4.396 -2.970
H 2.542 -2.217 -4.031
H 4.847 -1.041 -3.081
H 4.323 -0.774 -0.378
H -4.777 0.850 -0.065
H -4.325 -0.163 2.033
H -3.160 1.366 3.989
H -0.747 2.084 2.863
Br 1.934 -4.792 1.076
C 3.527 -3.874 1.539
Br 3.248 -2.215 2.481
H 4.057 -3.633 0.627
H 4.111 -4.502 2.197
F -2.667 -0.279 7.410
C -2.188 -0.746 6.246
C -2.954 -1.564 5.441
F -4.199 -1.884 5.826
C -2.453 -2.037 4.243
F -3.297 -2.787 3.515
C -1.175 -1.744 3.763
S -0.559 -2.330 2.236
C -0.444 -0.924 4.623
F 0.806 -0.522 4.284
C -0.916 -0.428 5.821
F -0.144 0.373 6.578
O 1.755 4.247 1.293
S 0.556 3.793 0.463
C -0.864 4.760 1.020
C -1.150 5.839 -0.034
C 0.170 6.094 -0.765
C 0.697 4.696 -1.078
H -0.499 5.166 1.965
H -1.694 4.083 1.218
H -1.551 6.736 0.436
H -1.901 5.476 -0.739
H 0.875 6.610 -0.112
H 0.043 6.692 -1.666
H 1.746 4.631 -1.372
H 0.069 4.192 -1.821

max |F|: 0.07442 hartree/bohr
energy relative to the best compared isomer or geometry (same formula, charge and spin): 0.0000 eV
E_LUMO: -1.42 eV
gap between HOMO and LUMO: 4.361 eV
E: -235156.5435 eV